The following is a DFT calculation (ωB97M-V/def2-TZVPD) of a molecular structure, C17H15BrFeO6S.

ORCA input file:
```
! wB97M-V def2-TZVPD RIJCOSX def2/J DEFGRID3
* xyz 0 5
C -2.072 3.526 -3.441
O -0.806 2.887 -3.160
C -0.809 1.674 -2.509
C -1.591 1.453 -1.355
C -1.488 0.286 -0.660
C -0.543 -0.825 -0.998
C 0.251 -0.488 -2.250
C 0.112 0.681 -2.927
Fe 1.372 4.144 -1.786
C 2.081 3.449 -0.342
O 2.676 3.127 0.600
C 0.989 5.655 -0.998
O 0.764 6.629 -0.405
C 2.907 4.654 -2.439
O 3.961 4.977 -2.804
H -1.835 4.577 -3.586
H -2.471 3.116 -4.377
H -2.788 3.420 -2.617
H -2.282 2.213 -0.994
H 1.194 -0.525 0.176
H -2.080 0.134 0.247
H -1.159 -1.705 -1.224
H 0.961 -1.237 -2.618
H 0.737 0.909 -3.799
Br 1.579 0.499 3.013
C 0.282 -1.126 0.173
S 0.930 -2.831 0.522
C 0.296 -3.314 2.145
C 1.083 -3.254 3.299
C 0.559 -3.681 4.523
C -0.753 -4.167 4.589
C -1.537 -4.225 3.429
C -1.006 -3.816 2.205
O 0.358 -3.770 -0.420
O 2.363 -2.714 0.649
H -0.164 -0.881 1.150
H 2.087 -2.838 3.246
H 1.177 -3.638 5.423
H -1.176 -4.470 5.551
H -2.562 -4.598 3.475
H -1.596 -3.906 1.294
*
```

## Properties
HOMO level (spin up / spin down) ... -7.2162 / -9.1381 eV
Kohn-Sham gap (spin up / spin down) ... 7.11 / 5.38 eV

The following is a DFT calculation (ωB97M-V/def2-TZVPD) of a molecular structure, C6H8O2.

ORCA input file:
```
! wB97M-V def2-TZVPD RIJCOSX def2/J DEFGRID3
* xyz 0 1
C 0.857 -1.088 0.762
C 0.388 -1.350 -0.652
C -0.166 0.092 -0.668
C -1.262 1.005 -1.134
C -1.227 1.771 0.013
C -0.266 -0.085 0.720
H 2.192 0.028 1.508
H 0.802 -1.846 1.677
H 1.019 -1.681 -1.423
H -0.444 -2.063 -0.710
H 0.880 0.581 -0.911
H -1.774 1.360 -1.979
H -1.432 2.982 -0.019
H -1.190 -0.569 1.002
O 2.149 -0.399 0.682
O -0.527 1.262 1.132
*
```

## Properties
HOMO level ... -8.5875 eV
Energy relative to the best compared isomer or geometry (same formula, charge and spin) ... 484.48 kJ/mol
Kohn-Sham gap ... 9.51 eV

The following is a DFT calculation (ωB97M-V/def2-TZVPD) of a gas-phase ion, C3H7INO (charge +1).

ORCA input file:
```
! wB97M-V def2-TZVPD RIJCOSX def2/J DEFGRID3
* xyz 1 1
I 4.358 0.060 0.137
O 2.701 -0.800 -0.554
C 1.508 -0.085 -1.206
N 0.888 0.448 -0.068
C -0.623 0.356 0.274
C 0.427 -0.302 1.071
H 0.841 -0.888 -1.597
H 1.663 0.554 -2.040
H 1.291 1.281 0.321
H -1.472 -0.241 -0.312
H -1.041 1.222 0.648
H 0.721 0.118 2.040
H 0.541 -1.378 1.245
*
```

## Properties
HOMO level ... -13.3238 eV
Energy relative to the best compared isomer or geometry (same formula, charge and spin) ... 302.52 kJ/mol
Kohn-Sham gap ... 8.68 eV

The following is a DFT calculation (ωB97M-V/def2-TZVPD) of 7 unconnected molecules or ions with the total composition C5H25NO7.

ORCA input file:
```
! wB97M-V def2-TZVPD RIJCOSX def2/J DEFGRID3
* xyz 0 1
C -1.600 -1.345 -2.079
N -0.126 -1.510 -1.910
C 0.778 -0.942 -2.845
C 1.565 0.312 -2.240
C 2.900 -0.077 -1.509
C 3.203 0.755 -0.328
O 2.061 0.745 0.673
H -2.243 -1.263 -1.206
H -1.791 -0.430 -2.843
H -1.996 -2.286 -2.545
H -0.012 -1.132 -1.046
H 0.470 -0.724 -3.934
H 1.467 -1.964 -2.828
H 1.046 0.789 -1.351
H 1.583 1.192 -2.883
H 2.780 -1.147 -1.240
H 3.766 0.015 -2.204
H 3.375 1.893 -0.583
H 4.135 0.611 0.390
H 1.387 1.384 0.437
O -0.604 -3.660 1.862
H -0.465 -2.714 2.157
H -1.021 -3.452 1.106
O -0.162 3.099 0.050
H -0.272 2.596 0.785
H 0.018 4.019 0.396
O -0.580 2.199 2.549
H -1.421 1.848 2.534
H -0.239 2.702 3.364
O -3.020 0.620 1.180
H -3.517 0.363 2.016
H -3.575 0.622 0.482
O -1.848 -0.178 3.556
H -1.138 -0.501 2.948
H -1.475 -0.262 4.460
O -1.044 -1.071 1.031
H -1.855 -0.786 0.574
H -0.532 -0.319 1.026
*
```

## Properties
HOMO level ... -8.2701 eV
Energy relative to the best compared isomer or geometry (same formula, charge and spin) ... 391.72 kJ/mol
Kohn-Sham gap ... 8.40 eV

The following is a DFT calculation (ωB97M-V/def2-TZVPD) of 2 unconnected molecules or ions with the total composition HINO.

ORCA input file:
```
! wB97M-V def2-TZVPD RIJCOSX def2/J DEFGRID3
* xyz -1 1
N -0.457 1.268 -0.122
O -0.842 0.545 0.780
I 0.928 -2.623 -0.171
H 0.371 0.810 -0.487
*
```

## Properties
HOMO level ... -3.3233 eV
Energy relative to the best compared isomer or geometry (same formula, charge and spin) ... 0.00 kJ/mol
Kohn-Sham gap ... 6.46 eV

The following is a DFT calculation (ωB97M-V/def2-TZVPD) of 2 unconnected molecules or ions with the total composition C5H11NO.

ORCA input file:
```
! wB97M-V def2-TZVPD RIJCOSX def2/J DEFGRID3
* xyz 0 1
C 3.059 0.095 -0.489
C 1.655 -0.284 -0.230
C 0.639 0.518 -0.595
C -0.763 0.089 -0.725
C -1.813 0.891 -0.425
N -3.073 0.491 0.087
H 3.456 -0.288 -1.487
H 3.800 -0.350 0.168
H 3.228 1.132 -0.785
H 1.321 -1.271 0.057
H 0.755 1.584 -0.754
H -0.973 -0.944 -1.001
H -1.726 1.945 -0.644
H -3.665 1.289 0.303
H -3.493 -0.223 -0.491
O -1.026 -1.891 2.374
H -0.317 -1.574 2.943
H -1.065 -1.208 1.694
*
```

## Properties
HOMO level ... -7.7191 eV
Energy relative to the best compared isomer or geometry (same formula, charge and spin) ... 262.04 kJ/mol
Kohn-Sham gap ... 8.66 eV

The following is a DFT calculation (ωB97M-V/def2-TZVPD) of a molecular structure, C37H67N8O3SbSm.

ORCA input file:
```
! wB97M-V def2-TZVPD RIJCOSX def2/J DEFGRID3
* xyz 3 6
Sm 1.577 -2.357 -1.004
C -2.455 -2.733 -3.909
N -2.604 -2.278 -2.539
C -3.910 -1.713 -2.086
C -1.453 -2.320 -1.814
O -0.329 -2.323 -2.414
C -1.515 -2.224 -0.286
O -0.318 -2.761 0.432
C -0.472 -4.175 0.815
C 0.294 -5.022 -0.210
O 1.448 -4.554 -0.592
N -0.184 -6.184 -0.627
C -1.464 -6.706 -0.071
C 0.514 -7.065 -1.616
H -2.021 -3.763 -3.905
H -1.843 -2.086 -4.574
H -3.473 -2.795 -4.254
H -4.431 -2.560 -1.600
H -4.465 -1.174 -2.891
H -3.643 -1.023 -1.324
H -2.412 -2.732 0.109
H -1.621 -1.208 0.004
H -1.513 -4.436 0.962
H -0.069 -4.151 1.849
H -1.396 -7.080 0.927
H -1.792 -7.511 -0.727
H -2.206 -5.924 -0.090
H 0.280 -8.109 -1.299
H 1.629 -6.963 -1.563
H 0.323 -6.938 -2.664
C 5.971 -1.547 -3.934
N 5.026 -2.211 -3.025
C 3.797 -2.754 -3.638
C 5.143 -2.173 -1.665
N 4.037 -2.212 -0.898
C 3.978 -2.699 0.424
C 4.500 -4.010 0.655
C 4.226 -4.673 1.856
C 3.738 -3.999 2.929
C 3.251 -2.677 2.783
C 2.771 -1.937 3.961
C 2.180 -0.674 3.810
C 2.047 -0.181 2.511
C 2.522 -0.818 1.355
N 2.255 -0.329 0.092
C 2.245 0.944 -0.318
N 2.893 1.960 0.324
C 4.163 1.785 1.096
C 2.261 3.251 0.525
N 1.547 1.258 -1.477
C 0.147 0.892 -1.605
C 2.025 2.256 -2.449
C 3.254 -2.039 1.515
N 6.448 -2.077 -1.231
C 7.483 -3.057 -1.678
C 6.639 -1.502 0.155
H 5.421 -0.859 -4.636
H 6.491 -2.290 -4.553
H 6.718 -0.963 -3.368
H 3.390 -3.359 -2.804
H 4.079 -3.434 -4.459
H 3.037 -2.025 -3.995
H 5.018 -4.613 -0.113
H 4.394 -5.739 1.923
H 3.601 -4.481 3.906
H 2.615 -2.458 4.941
H 1.597 -0.234 4.624
H 1.444 0.791 2.300
H 4.712 0.927 0.695
H 3.964 1.665 2.168
H 4.756 2.700 1.004
H 1.163 3.196 0.289
H 2.752 4.003 -0.180
H 2.356 3.482 1.600
H -0.196 0.302 -0.738
H 0.032 0.314 -2.534
H -0.538 1.733 -1.696
H 3.107 2.364 -2.288
H 1.483 3.182 -2.236
H 1.870 1.856 -3.463
H 7.220 -3.518 -2.631
H 7.514 -3.946 -0.974
H 8.465 -2.606 -1.853
H 5.667 -1.249 0.672
H 7.267 -0.634 -0.051
H 7.319 -2.151 0.725
C -3.801 7.083 3.571
C -4.510 7.292 2.198
C -3.466 7.818 1.212
Sb -5.173 5.242 1.251
C -5.990 3.684 2.647
C -4.869 2.677 2.635
C -6.237 4.384 3.964
C -6.686 5.698 -0.266
C -6.605 4.671 -1.384
C -8.008 5.614 0.447
H -3.531 8.066 3.929
H -2.928 6.389 3.534
H -4.358 6.598 4.351
H -5.419 7.959 2.284
H -2.707 7.036 0.966
H -2.917 8.742 1.620
H -3.860 8.236 0.305
H -6.905 3.329 2.222
H -3.965 3.076 3.162
H -4.527 2.417 1.643
H -5.200 1.752 3.093
H -6.006 5.457 3.941
H -5.635 3.869 4.702
H -7.282 4.231 4.275
H -6.414 6.726 -0.548
H -6.786 3.670 -1.062
H -5.588 4.645 -1.813
H -7.231 4.988 -2.198
H -8.172 4.641 0.881
H -8.862 5.806 -0.268
H -8.099 6.339 1.318
*
```

## Properties
HOMO level (spin up / spin down) ... -11.2430 / -11.2430 eV
Energy relative to the best compared isomer or geometry (same formula, charge and spin) ... 142.08 kJ/mol
Kohn-Sham gap (spin up / spin down) ... 2.40 / 3.29 eV

The following is a DFT calculation (ωB97M-V/def2-TZVPD) of 4 unconnected molecules or ions with the total composition C28H47N6O5PS.

ORCA input file:
```
! wB97M-V def2-TZVPD RIJCOSX def2/J DEFGRID3
* xyz 0 1
H 2.169 -4.245 7.863
N 1.568 -3.636 7.263
C 0.997 -4.489 6.326
C -0.048 -3.848 5.200
C 0.824 -3.155 3.961
C 0.893 -3.870 2.502
N 1.629 -3.365 1.292
C 2.348 -2.098 1.660
C 3.275 -1.391 0.466
C 4.177 -0.023 0.690
P 5.242 0.659 -0.742
O 6.959 0.384 -0.414
O 4.884 -0.368 -2.147
S 4.827 2.480 -1.285
C 4.166 0.706 2.158
C 5.012 2.040 2.597
C 4.796 3.567 2.043
C 5.744 4.789 2.672
C 6.879 4.570 3.840
C 7.117 3.021 4.381
C 6.185 1.810 3.763
C 3.227 0.006 3.332
C 2.338 -1.366 3.111
N 1.548 -1.878 4.283
H 1.260 -5.627 6.416
H -0.608 -2.966 5.769
H -0.848 -4.615 4.818
H 0.271 -4.879 2.366
H 3.343 -1.897 -0.605
H 7.001 -0.634 -0.336
H 5.619 -1.038 -2.278
H 3.972 3.739 1.219
H 5.588 5.900 2.289
H 7.532 5.440 4.313
H 7.929 2.734 5.205
H 6.379 0.720 4.210
H 3.202 0.519 4.399
C -2.614 -0.488 -0.099
O -1.860 -1.578 0.412
C -2.315 -2.865 -0.016
C -1.801 -3.288 -1.412
C -2.530 -2.602 -2.563
N -0.357 -3.049 -1.550
H -3.675 -0.732 -0.202
H -2.200 -0.166 -1.056
H -2.517 0.348 0.599
H -1.918 -3.575 0.718
H -3.409 -2.931 0.048
H -1.981 -4.365 -1.514
H -2.224 -1.561 -2.696
H -2.318 -3.116 -3.509
H -3.614 -2.623 -2.410
H 0.132 -3.584 -0.832
H -0.185 -2.075 -1.282
C 1.349 7.845 -1.662
O 2.103 6.755 -1.151
C 1.648 5.468 -1.579
C 2.162 5.045 -2.975
C 1.433 5.731 -4.126
N 3.606 5.284 -3.113
H 0.288 7.601 -1.765
H 1.763 8.167 -2.620
H 1.446 8.681 -0.964
H 2.046 4.758 -0.845
H 0.554 5.402 -1.515
H 1.982 3.968 -3.077
H 1.739 6.772 -4.259
H 1.646 5.217 -5.072
H 0.349 5.710 -3.973
H 4.095 4.749 -2.395
H 3.778 6.258 -2.846
C -6.444 -2.702 -3.845
O -6.285 -3.128 -2.500
C -7.227 -2.561 -1.584
C -8.594 -3.284 -1.551
C -9.488 -2.951 -2.742
N -8.431 -4.743 -1.470
H -6.777 -1.662 -3.912
H -7.141 -3.361 -4.365
H -5.475 -2.788 -4.344
H -6.770 -2.662 -0.593
H -7.344 -1.485 -1.763
H -9.120 -2.948 -0.650
H -9.173 -3.453 -3.660
H -10.519 -3.271 -2.545
H -9.506 -1.872 -2.930
H -7.909 -4.966 -0.621
H -7.793 -5.019 -2.223
*
```

## Properties
HOMO level ... -8.3688 eV
Kohn-Sham gap ... 6.69 eV

The following is a DFT calculation (ωB97M-V/def2-TZVPD) of 2 unconnected molecules or ions with the total composition C2H2ClO3.

ORCA input file:
```
! wB97M-V def2-TZVPD RIJCOSX def2/J DEFGRID3
* xyz -1 1
C -0.547 -1.227 -0.070
C -0.207 0.265 -0.368
O 0.096 -1.951 0.667
O -1.553 -1.435 -0.759
O 1.357 1.454 0.459
Cl -1.413 1.276 0.276
H 0.368 0.684 -1.259
H 1.898 0.933 1.052
*
```

## Properties
HOMO level ... -5.1283 eV
Energy relative to the best compared isomer or geometry (same formula, charge and spin) ... 302.62 kJ/mol
Kohn-Sham gap ... 8.91 eV

The following is a DFT calculation (ωB97M-V/def2-TZVPD) of 2 unconnected molecules or ions with the total composition C5H10O2.

ORCA input file:
```
! wB97M-V def2-TZVPD RIJCOSX def2/J DEFGRID3
* xyz 0 1
O 1.552 0.006 -1.190
C 0.449 0.480 -1.342
C -0.754 -0.313 -1.826
O -0.970 0.011 -3.191
H 0.281 1.565 -1.233
H -0.554 -1.382 -1.665
H -1.660 -0.024 -1.276
H -0.209 -0.320 -3.689
C -1.079 0.445 1.423
C 0.208 0.546 1.758
C 1.154 -0.612 1.906
H -1.534 -0.526 1.214
H -1.717 1.324 1.340
H 0.625 1.536 1.954
H 1.427 -0.783 2.959
H 0.706 -1.531 1.515
H 2.075 -0.423 1.343
*
```

## Properties
HOMO level ... -9.7748 eV
Energy relative to the best compared isomer or geometry (same formula, charge and spin) ... 241.43 kJ/mol
Kohn-Sham gap ... 10.53 eV

The following is a DFT calculation (ωB97M-V/def2-TZVPD) of a molecular structure, C25H17CaCl2F5N5O4S2.

ORCA input file:
```
! wB97M-V def2-TZVPD RIJCOSX def2/J DEFGRID3
* xyz -1 1
Ca 0.672 -0.202 0.490
Cl 2.834 4.552 0.556
C 1.550 4.033 1.606
C 1.078 4.929 2.572
C 0.069 4.576 3.421
Cl -0.496 5.721 4.611
C -0.518 3.291 3.343
C -1.561 2.835 4.178
C -2.059 1.574 4.018
C -1.512 0.753 3.017
N -0.545 1.143 2.225
C -0.033 2.394 2.364
C 1.039 2.746 1.445
O 1.454 1.907 0.571
H 1.522 5.913 2.641
H -1.952 3.495 4.941
H -2.854 1.202 4.649
H -1.886 -0.255 2.871
F 1.468 -0.386 4.054
C 2.149 -1.416 3.475
C 2.029 -1.643 2.124
C 2.771 -2.706 1.674
F 2.740 -3.034 0.337
C 3.581 -3.507 2.461
F 4.286 -4.533 1.954
C 3.658 -3.229 3.814
F 4.429 -3.979 4.616
C 2.934 -2.169 4.332
F 3.014 -1.902 5.647
N 2.544 -0.355 -1.241
C 1.752 -0.784 -2.335
C 1.701 -2.129 -2.699
C 0.817 -2.540 -3.681
C -0.032 -1.633 -4.298
C 0.048 -0.290 -3.963
C 0.940 0.139 -2.987
S -1.284 -2.215 -5.439
O -0.568 -2.964 -6.449
O -1.962 -1.014 -5.892
O -2.142 -3.068 -4.594
H 3.296 -0.986 -0.999
H 2.866 0.602 -1.309
H 2.341 -2.845 -2.199
H 0.771 -3.583 -3.973
H -0.606 0.407 -4.470
H 0.993 1.187 -2.710
C -4.375 1.973 -1.518
C -2.880 1.782 -1.764
C -2.430 0.372 -1.564
N -1.534 0.033 -0.704
N -1.227 -1.308 -0.718
C -1.907 -1.959 -1.627
N -1.815 -3.285 -1.861
S -3.014 -0.951 -2.511
H -4.653 3.017 -1.662
H -4.639 1.684 -0.501
H -4.968 1.370 -2.207
H -2.292 2.398 -1.082
H -2.628 2.089 -2.783
H -1.016 -3.716 -1.421
H -1.957 -3.532 -2.847
*
```

## Properties
HOMO level ... -5.5439 eV
Energy relative to the best compared isomer or geometry (same formula, charge and spin) ... 0.00 kJ/mol
Kohn-Sham gap ... 7.52 eV

The following is a DFT calculation (ωB97M-V/def2-TZVPD) of a molecular structure, CH14Na5O10.

ORCA input file:
```
! wB97M-V def2-TZVPD RIJCOSX def2/J DEFGRID3
* xyz 3 1
Na -3.593 -0.669 0.293
Na 2.476 -2.404 -0.134
Na -0.812 -3.013 -1.324
Na -1.650 2.645 0.312
Na -0.048 -2.852 2.033
C -0.377 -0.170 0.086
O 0.066 0.726 -0.656
O -1.404 0.088 0.856
O 0.257 -1.340 0.151
O -2.288 -1.408 -2.456
H -2.015 -0.494 -2.291
H -2.425 -1.433 -3.416
O -0.823 2.330 2.918
H -1.124 1.438 2.722
H -0.032 2.193 3.455
O 2.114 -0.394 -2.478
H 1.449 -0.280 -1.782
H 2.171 -1.331 -2.692
O 2.541 2.343 -0.393
H 2.207 3.020 -0.991
H 1.872 1.653 -0.390
O -1.451 -1.136 3.446
H -2.321 -1.499 3.657
H -1.525 -0.713 2.566
O 2.698 -0.694 1.916
H 1.866 -0.352 1.563
H 2.469 -1.169 2.725
O -0.079 2.009 -3.316
H 0.000 1.616 -2.440
H -0.219 1.291 -3.941
*
```

## Properties
HOMO level ... -17.9351 eV
Energy relative to the best compared isomer or geometry (same formula, charge and spin) ... 0.00 kJ/mol
Kohn-Sham gap ... 6.39 eV

| no. | E_tot (eV) |
| --- | --- |
| 1 | -145416.6611 |
| 2 | -10441.7051 |
| 3 | -14852.2630 |
| 4 | -21409.4824 |
| 5 | -11654.1573 |
| 6 | -8898.9815 |
| 7 | -81935.6269 |
| 8 | -69079.9295 |
| 9 | -20770.3627 |
| 10 | -9440.5408 |
| 11 | -120589.5511 |
| 12 | -43801.3481 |